--- one ---
{
  "formula": "C3H4Cl2O",
  "method": "the ωB97M-V functional and the def2-TZVPD basis",
  "symbols": ["C", "C", "C", "O", "Cl", "Cl", "H", "H", "H", "H"],
  "positions_angstrom": [[-0.03, -0.53, -0.11], [1.17, -1.02, 0.89], [-0.93, 1.28, -0.71], [-0.57, -1.34, -0.82], [-2.47, 0.98, -1.44], [-0.99, 2.52, 0.52], [-0.20, 1.58, -1.62], [0.78, -1.90, 1.36], [1.30, -0.12, 1.54], [1.94, -1.46, 0.39]],
  "homo_energy_ev": -8.908,
  "lumo_energy_ev": 0.31,
  "homo_lumo_gap_ev": 9.221
}

---

--- two ---
{
  "formula": "C3H4Cl2O",
  "method": "the ωB97M-V functional and the def2-TZVPD basis",
  "symbols": ["C", "O", "C", "C", "Cl", "Cl", "H", "H", "H", "H"],
  "positions_angstrom": [[1.42, 0.30, 0.14], [0.77, -0.93, -0.09], [-0.53, -0.98, -0.36], [-1.43, 0.13, -0.06], [-2.98, -0.33, 0.07], [-1.08, 1.80, -0.14], [1.44, 0.95, -0.91], [0.67, 0.86, 0.96], [2.48, 0.17, 0.81], [-0.76, -1.97, -0.42]],
  "smiles": "COC=C(Cl)Cl",
  "homo_energy_ev": -8.101,
  "lumo_energy_ev": 0.56,
  "homo_lumo_gap_ev": 8.657
}

---

--- three ---
{
  "formula": "C3H4Cl2O",
  "method": "the ωB97M-V functional and the def2-TZVPD basis",
  "symbols": ["C", "C", "C", "O", "Cl", "Cl", "H", "H", "H", "H"],
  "positions_angstrom": [[-1.25, -0.79, 1.31], [0.25, 0.16, -0.69], [-1.70, -0.01, 0.12], [-1.36, -2.00, 1.53], [-2.17, 1.59, 0.41], [-2.59, -0.87, -1.07], [-0.59, -0.05, 2.05], [0.15, 0.64, -1.69], [0.50, -0.90, -0.88], [0.71, 0.81, 0.12]],
  "homo_energy_ev": -9.676,
  "lumo_energy_ev": -0.14,
  "homo_lumo_gap_ev": 9.538
}

---

Stability ranking, top entry: three; the second entry is 6.1 kcal/mol less favorable.

---

--- one ---
{
  "formula": "C4H4NO",
  "method": "the ωB97M-V functional and the def2-TZVPD basis",
  "symbols": ["N", "C", "C", "C", "C", "O", "H", "H", "H", "H"],
  "positions_angstrom": [[-2.33, -0.54, -0.55], [-1.25, -0.09, -0.69], [-0.03, 0.49, -0.69], [1.01, 0.06, 0.11], [1.03, -1.24, 0.86], [1.09, -2.38, 0.53], [-3.27, -0.31, -0.30], [0.04, 1.33, -1.22], [1.78, 0.72, 0.21], [1.06, -0.96, 2.06]],
  "smiles": "[NH+]#C/C=C\\C=O",
  "homo_energy_ev": -14.974,
  "total_charge": 1,
  "lumo_energy_ev": -6.73,
  "homo_lumo_gap_ev": 8.244
}

---

--- two ---
{
  "formula": "C4H4NO",
  "method": "the ωB97M-V functional and the def2-TZVPD basis",
  "symbols": ["C", "C", "C", "C", "N", "O", "H", "H", "H", "H"],
  "positions_angstrom": [[-0.39, -0.32, 0.84], [-0.59, 0.10, 1.97], [0.38, -0.14, -0.42], [1.26, 0.87, -0.57], [-1.12, -1.40, -1.43], [-0.12, -0.76, -1.70], [-1.47, -1.21, -0.46], [-1.05, 0.30, 2.88], [1.58, 1.16, -1.51], [1.52, 1.40, 0.39]],
  "homo_energy_ev": [-15.282, -15.283],
  "total_charge": 1,
  "lumo_energy_ev": [-7.86, -7.86],
  "homo_lumo_gap_ev": [7.421, 7.424]
}

---

--- three ---
{
  "formula": "C4H4NO",
  "method": "the ωB97M-V functional and the def2-TZVPD basis",
  "symbols": ["C", "C", "N", "C", "O", "C", "H", "H", "H", "H"],
  "positions_angstrom": [[-1.11, 1.16, -0.32], [-0.75, 0.01, -1.00], [0.08, -0.73, -0.14], [0.29, 0.10, 0.98], [-0.39, 1.19, 0.86], [1.30, -0.88, 0.67], [-1.80, 1.95, -0.69], [-1.01, -0.48, -1.96], [2.21, -0.53, 0.32], [1.19, -1.79, 1.27]],
  "smiles": "c1c[n+]2c(o1)C2",
  "homo_energy_ev": -15.430,
  "total_charge": 1,
  "lumo_energy_ev": -5.47,
  "homo_lumo_gap_ev": 9.960
}

---

Stability ranking, top entry: one; the second entry is 28.4 kcal/mol less favorable.

---

--- one ---
{
  "formula": "C21H28N2O3S",
  "method": "the ωB97M-V functional and the def2-TZVPD basis",
  "symbols": ["C", "C", "O", "C", "O", "C", "C", "C", "O", "C", "C", "C", "C", "C", "C", "C", "C", "N", "C", "C", "C", "N", "C", "C", "S", "C", "C", "H", "H", "H", "H", "H", "H", "H", "H", "H", "H", "H", "H", "H", "H", "H", "H", "H", "H", "H", "H", "H", "H", "H", "H", "H", "H", "H", "H"],
  "positions_angstrom": [[3.19, 2.75, -0.46], [1.74, 3.21, -0.47], [0.85, 2.10, -0.60], [0.53, 1.44, 0.52], [0.89, 1.78, 1.61], [-0.41, 0.26, 0.24], [-1.81, 0.89, 0.27], [-2.97, -0.07, 0.04], [-4.15, 0.69, 0.13], [-5.36, 0.07, -0.03], [-6.48, 0.89, 0.10], [-7.75, 0.36, -0.04], [-7.92, -0.99, -0.31], [-6.81, -1.80, -0.43], [-5.53, -1.28, -0.30], [-0.08, -0.40, -1.10], [1.33, -0.96, -1.08], [1.48, -1.94, -0.02], [2.75, -2.64, -0.07], [3.95, -1.76, 0.13], [4.53, -1.38, 1.30], [5.54, -0.49, 1.19], [5.78, -0.15, -0.02], [6.82, 0.81, -0.45], [4.72, -0.94, -1.19], [1.21, -1.35, 1.29], [-0.20, -0.78, 1.34], [3.85, 3.61, -0.42], [3.38, 2.13, 0.41], [3.41, 2.17, -1.36], [1.51, 3.74, 0.46], [1.53, 3.84, -1.33], [-1.97, 1.37, 1.24], [-1.87, 1.67, -0.49], [-2.98, -0.87, 0.79], [-2.90, -0.53, -0.96], [-6.33, 1.94, 0.31], [-8.61, 1.01, 0.06], [-8.91, -1.40, -0.42], [-6.93, -2.85, -0.64], [-4.68, -1.94, -0.40], [-0.19, 0.31, -1.91], [-0.78, -1.23, -1.26], [1.55, -1.46, -2.03], [2.04, -0.12, -0.97], [2.81, -3.14, -1.04], [2.74, -3.41, 0.71], [4.25, -1.74, 2.27], [7.52, 0.33, -1.13], [6.36, 1.65, -0.98], [7.35, 1.18, 0.42], [1.32, -2.14, 2.04], [1.93, -0.55, 1.53], [-0.37, -0.33, 2.32], [-0.91, -1.60, 1.20]],
  "smiles": "CCOC(=O)C1(CCOc2ccccc2)CCN(Cc2cnc(C)s2)CC1",
  "homo_energy_ev": -8.531,
  "lumo_energy_ev": 0.59,
  "homo_lumo_gap_ev": 9.119
}

---

--- two ---
{
  "formula": "C21H28N2O3S",
  "method": "the ωB97M-V functional and the def2-TZVPD basis",
  "symbols": ["C", "C", "C", "C", "C", "C", "C", "H", "H", "C", "N", "C", "C", "O", "C", "H", "H", "H", "C", "H", "H", "S", "O", "C", "C", "O", "N", "H", "C", "C", "C", "C", "C", "H", "H", "H", "C", "C", "H", "H", "H", "H", "H", "H", "H", "H", "H", "H", "H", "H", "H", "H", "H", "H", "H"],
  "positions_angstrom": [[-7.24, -4.33, 3.01], [-6.06, -3.68, 2.73], [-4.96, -4.49, 2.17], [-3.72, -3.73, 1.93], [-3.65, -2.21, 2.13], [-4.51, -1.54, 2.73], [-5.65, -2.13, 3.07], [-6.63, -1.66, 3.19], [-4.43, -0.56, 2.76], [-2.26, -1.72, 1.93], [-1.02, -2.46, 1.33], [-0.15, -1.34, 1.16], [-0.89, 0.00, 1.76], [-1.99, -0.51, 2.13], [-0.30, 1.27, 1.75], [0.86, 1.28, 2.42], [-0.97, 1.95, 2.53], [-0.07, 1.68, 0.91], [1.07, -1.75, 0.74], [1.82, -2.32, 1.52], [1.69, -0.67, 0.51], [1.18, -2.63, -0.75], [2.39, -2.68, -1.39], [0.19, -1.33, -1.63], [0.65, -0.05, -1.99], [0.13, 0.99, -1.27], [1.89, 0.15, -2.17], [2.38, -1.07, -2.40], [2.99, 1.18, -2.22], [3.26, 1.61, -0.80], [4.25, 2.68, -1.05], [3.60, 3.99, -1.87], [4.65, 5.04, -1.83], [4.18, 6.05, -2.37], [4.91, 5.51, -0.82], [5.62, 4.58, -2.37], [3.17, 3.46, -3.30], [2.44, 2.23, -2.89], [2.07, 1.92, -4.11], [1.55, 2.56, -2.63], [2.84, 4.26, -3.54], [4.45, 3.09, -3.58], [2.83, 4.36, -1.26], [5.17, 2.57, -1.38], [4.56, 3.12, -0.08], [3.55, 0.75, -0.24], [2.27, 1.98, -0.26], [3.65, 0.82, -2.65], [-0.10, -1.75, -2.85], [-0.81, -1.21, -1.31], [-2.84, -4.33, 1.47], [-5.02, -5.43, 1.91], [-7.28, -5.28, 3.55], [-7.98, -3.59, 3.53], [-7.72, -4.66, 2.16]],
  "homo_energy_ev": -7.098,
  "lumo_energy_ev": 0.13,
  "homo_lumo_gap_ev": 7.232
}

---

Stability ranking, top entry: one; the second entry is 502.1 kcal/mol less favorable.

---

--- one ---
{
  "formula": "C3H8N2O3S",
  "method": "the ωB97M-V functional and the def2-TZVPD basis",
  "symbols": ["C", "C", "C", "N", "N", "O", "O", "O", "S", "H", "H", "H", "H", "H", "H", "H", "H"],
  "positions_angstrom": [[-1.42, -1.73, 0.08], [1.29, 2.27, -0.27], [0.52, -0.31, 0.66], [2.07, -2.63, 0.53], [-0.14, -1.14, -0.21], [1.34, -2.79, -0.37], [3.04, 0.40, 0.86], [2.08, -0.02, -1.36], [1.94, 0.50, -0.06], [-2.11, -1.41, -0.88], [-1.21, -2.75, -0.09], [-1.74, -1.52, 1.02], [2.05, 2.79, -0.59], [0.57, 2.08, -0.95], [0.99, 2.56, 0.63], [0.16, 0.07, 1.64], [0.17, -1.04, -1.19]],
  "homo_energy_ev": [-6.639, -6.635],
  "lumo_energy_ev": [-0.03, -0.01],
  "homo_lumo_gap_ev": [6.612, 6.620]
}

---

--- two ---
{
  "formula": "C3H8N2O3S",
  "method": "the ωB97M-V functional and the def2-TZVPD basis",
  "symbols": ["H", "N", "C", "O", "C", "C", "S", "N", "O", "O", "H", "H", "H", "H", "H", "H", "H"],
  "positions_angstrom": [[-0.54, 1.86, -0.31], [0.36, 1.40, -0.28], [-0.42, -0.01, 0.25], [0.32, -0.99, 0.59], [1.69, -0.99, 0.06], [2.64, -0.01, 0.84], [-2.22, -0.17, 0.08], [-2.75, 0.57, -1.41], [-2.50, -1.60, 0.04], [-2.59, 0.72, 1.16], [2.00, -2.01, 0.40], [1.60, -0.82, -0.99], [2.40, 0.96, 0.49], [2.40, -0.09, 1.88], [3.65, -0.27, 0.68], [-3.30, 1.36, -1.28], [-2.74, 0.09, -2.20]],
  "smiles": "[H]/N=C(/OCC)S(N)(=O)=O",
  "homo_energy_ev": [-9.066, -9.070],
  "lumo_energy_ev": [-0.41, -0.41],
  "homo_lumo_gap_ev": [8.658, 8.663]
}

---

Stability ranking, top entry: two; the second entry is 38.4 kcal/mol less favorable.